# 1
Density functional theory data (wB97M-V/def2-TZVPD) for an isolated molecule of C21H38NO.

Kohn-Sham gap (alpha / beta)	6.44 / 6.44	eV
lowest unoccupied orbital energy (alpha / beta)	-0.79 / -0.80	eV
<S²>	0.754
2S+1	2

Element x y z (Å)
C (-2.53629, 0.85669, -0.47132)
C (-2.16645, 0.58659, 0.89807)
C (-0.77994, 0.27078, 1.40968)
C (0.12209, 1.52491, 1.55169)
C (0.07837, 2.56441, 0.42273)
C (0.65775, 2.11792, -0.92140)
C (2.12215, 1.64792, -0.81511)
C (0.51029, 3.22704, -2.00823)
C (-0.31307, 2.72083, -3.20221)
C (0.49542, 1.78711, -4.04694)
C (0.64997, 0.47959, -3.87835)
C (1.99750, -0.14221, -4.21151)
C (-0.42457, -0.46962, -3.42111)
C (-0.13653, -0.87434, 0.57222)
C (0.73299, -1.85866, 1.34947)
C (1.20283, -2.90693, 0.34223)
C (2.01201, -1.22349, 1.93313)
N (0.01451, -2.53624, 2.47267)
O (-0.22036, -3.78536, 2.31067)
C (-1.15772, -1.78843, 2.97086)
C (-2.46283, -2.30013, 2.33847)
C (-1.27333, -2.11218, 4.50091)
C (-0.99009, -0.27882, 2.86660)
H (-2.90588, 0.11371, -1.16156)
H (-2.51591, 1.87732, -0.82575)
H (-2.97203, 0.57094, 1.61945)
H (-0.20994, 2.02080, 2.46355)
H (1.16010, 1.24150, 1.70284)
H (0.70915, 3.39919, 0.74751)
H (-0.91768, 2.98978, 0.33197)
H (0.06965, 1.27915, -1.28835)
H (2.55436, 1.75691, 0.18060)
H (2.77310, 2.18221, -1.49837)
H (2.22100, 0.59677, -1.08330)
H (1.47518, 3.61664, -2.31937)
H (-0.02983, 4.04637, -1.52987)
H (-1.24494, 2.31063, -2.81761)
H (-0.57611, 3.59478, -3.80273)
H (1.01679, 2.23209, -4.88811)
H (2.04674, -0.29217, -5.29454)
H (2.04537, -1.13503, -3.77468)
H (2.81585, 0.47771, -3.87462)
H (-0.00916, -1.47307, -3.35712)
H (-1.22464, -0.52783, -4.15108)
H (-0.80897, -0.23824, -2.43152)
H (-0.94674, -1.37847, 0.05204)
H (0.49657, -0.48369, -0.21470)
H (1.87726, -3.63015, 0.78375)
H (0.36243, -3.38478, -0.14821)
H (1.75185, -2.38925, -0.44623)
H (1.83678, -0.83643, 2.93333)
H (2.75498, -2.01102, 2.02622)
H (2.43334, -0.46896, 1.27719)
H (-2.31061, -2.49142, 1.27658)
H (-3.25915, -1.56748, 2.41391)
H (-2.73523, -3.25483, 2.76079)
H (-0.31132, -2.43063, 4.89097)
H (-1.52661, -1.19664, 5.02862)
H (-2.01988, -2.86972, 4.69292)
H (-0.14452, 0.03796, 3.47557)
H (-1.86607, 0.20798, 3.28671)

Results of the Löwdin charge analysis, in e, for atoms 1 through 4: 0.014, -0.054, -0.375, -0.124

# 2
Density functional theory data (wB97M-V/def2-TZVPD) for a cluster of 18 separate species, C21H39Br2Cl34F3O3S in total.

Kohn-Sham gap	9.39	eV
lowest unoccupied orbital energy	0.15	eV

Element x y z (Å)
O (-5.41984, 2.30199, -2.18690)
S (-4.61087, 2.39405, -3.43484)
O (-5.18503, 3.80082, -4.19778)
O (-3.00322, 2.78829, -3.13342)
C (-2.45085, 2.04087, -2.02766)
C (-1.85315, 2.92610, -0.84582)
C (-2.49182, 4.36842, -0.68068)
F (-3.85821, 4.43996, -0.92203)
Br (-1.41688, 5.61766, -1.79928)
C (-2.30624, 4.78012, 0.87320)
F (-3.17487, 3.92653, 1.60331)
F (-1.00032, 4.61169, 1.28895)
Br (-3.02539, 6.59902, 1.13569)
H (-4.44485, 4.42666, -4.33200)
H (-1.58290, 1.44958, -2.45052)
H (-3.14979, 1.27815, -1.56786)
H (-1.90988, 2.36886, 0.13090)
H (-0.75253, 3.08633, -1.08222)
C (0.08831, -1.18866, -2.14279)
Cl (-0.47950, -0.03703, -0.92969)
Cl (-1.19941, -1.62305, -3.27556)
H (0.90899, -0.73158, -2.69864)
H (0.43445, -2.08748, -1.64072)
C (-4.49990, -1.78380, -1.75514)
Cl (-3.76199, -0.72986, -0.53796)
Cl (-5.85425, -0.98658, -2.56416)
H (-3.75182, -2.04728, -2.49823)
H (-4.86005, -2.68092, -1.25509)
C (-4.07067, -5.94669, -1.31844)
Cl (-2.70575, -5.13638, -2.09715)
Cl (-5.13424, -4.79839, -0.49383)
H (-4.64264, -6.47006, -2.08086)
H (-3.69188, -6.65698, -0.58819)
C (3.02979, -4.21367, -0.95660)
Cl (2.34695, -2.63486, -0.55511)
Cl (2.14433, -4.98251, -2.28435)
H (4.06668, -4.08428, -1.25485)
H (2.97545, -4.85126, -0.08184)
C (5.57582, -5.87109, 1.37079)
Cl (4.90176, -4.28818, 1.78512)
Cl (4.67823, -6.62502, 0.04324)
H (6.61188, -5.74598, 1.06445)
H (5.52567, -6.52620, 2.23998)
C (-5.93358, 3.14885, 3.33030)
Cl (-5.96386, 2.78179, 5.06042)
Cl (-6.93751, 2.01864, 2.41714)
H (-6.31021, 4.15722, 3.17694)
H (-4.90981, 3.07972, 2.97320)
C (-1.25823, 9.96702, -0.50695)
Cl (-2.66259, 8.98999, -0.95277)
Cl (-0.22311, 9.11779, 0.64789)
H (-0.68209, 10.18365, -1.40254)
H (-1.60300, 10.89448, -0.05582)
C (4.54759, -1.53048, 4.95062)
Cl (4.12267, -1.16192, 3.27504)
Cl (6.07370, -2.41816, 5.04769)
H (4.64627, -0.59857, 5.50194)
H (3.75854, -2.13722, 5.38875)
C (3.36879, -8.73842, 3.62660)
Cl (3.66162, -10.38716, 3.06235)
Cl (4.87910, -7.92714, 4.06579)
H (2.88335, -8.16514, 2.83896)
H (2.72214, -8.77203, 4.50033)
C (2.29113, -6.81369, 7.23658)
Cl (1.70949, -5.22220, 7.73941)
Cl (1.29688, -7.47849, 5.93430)
H (3.31608, -6.71939, 6.88478)
H (2.25358, -7.48834, 8.08841)
C (1.80004, 1.61606, -0.05437)
Cl (2.73907, 0.40174, 0.82477)
Cl (2.36039, 1.77842, -1.72375)
H (0.75447, 1.31603, -0.06081)
H (1.90598, 2.57480, 0.44748)
C (3.33006, 0.88489, -4.79365)
Cl (2.57039, -0.35640, -3.78803)
Cl (2.31181, 2.32426, -4.90595)
H (4.28341, 1.15821, -4.35231)
H (3.48619, 0.48385, -5.79241)
C (5.38983, 4.96854, -3.37885)
Cl (3.91703, 5.30311, -2.46203)
Cl (5.32045, 3.37637, -4.14532)
H (5.50494, 5.72567, -4.15069)
H (6.24090, 4.99721, -2.70278)
C (0.20436, -6.24092, 0.80147)
Cl (-1.23495, -7.22042, 0.50278)
Cl (1.26742, -6.98126, 2.00532)
H (0.74958, -6.13007, -0.13208)
H (-0.10445, -5.26395, 1.16716)
C (-0.55970, -2.97486, 9.98411)
Cl (0.24640, -1.79957, 11.02987)
Cl (-1.91740, -2.24102, 9.12326)
H (0.15734, -3.35062, 9.25738)
H (-0.93039, -3.79476, 10.59454)
C (1.34961, 9.85266, -4.38915)
Cl (0.58282, 8.64055, -3.35653)
Cl (0.36052, 11.31284, -4.50651)
H (2.31657, 10.11470, -3.96650)
H (1.48197, 9.43502, -5.38433)
C (-3.51792, 2.24459, -7.49086)
Cl (-4.14789, 3.86813, -7.79596)
Cl (-4.31545, 1.49794, -6.10044)
H (-3.68934, 1.62870, -8.37070)
H (-2.45136, 2.31250, -7.28968)

Results of the Löwdin charge analysis, in e, for atoms 1 through 4: -0.435, 0.823, -0.299, -0.384

# 3
Density functional theory data (wB97M-V/def2-TZVPD) for a cluster of 11 separate species, C21H39F5O21 in total.

Kohn-Sham gap	10.40	eV
lowest unoccupied orbital energy	0.47	eV
SMILES	O=C1OC[C@@H](F)O1.O=C1OC[C@@H](F)O1.O=C1OC[C@@H](F)O1.O=C1OC[C@@H](F)O1.O=C1OC[C@@H](F)O1.CO.CO.CO.CO.CO.CO
ΔE to the lowest compared entry with this formula, charge and spin	0.000	eV

Element x y z (Å)
O (-2.45641, -2.20950, 7.12429)
C (-1.65680, -2.40679, 6.34822)
O (-1.24635, -3.61671, 5.95198)
C (-0.35421, -3.56320, 4.87976)
C (-0.30051, -2.06601, 4.60249)
F (-1.03819, -1.72136, 3.52022)
O (-0.87266, -1.46722, 5.73321)
H (0.60866, -4.05149, 5.10422)
H (-0.66641, -4.05795, 3.92380)
H (0.70018, -1.71914, 4.34688)
O (4.94981, -1.18151, 1.12652)
C (4.68876, -0.07996, 1.52171)
O (3.97067, 0.77544, 0.77269)
C (3.87217, 2.05768, 1.40257)
C (4.25107, 1.75020, 2.84323)
F (3.20533, 1.50387, 3.64183)
O (4.97688, 0.52838, 2.75167)
H (4.57960, 2.67152, 0.86971)
H (2.86703, 2.49968, 1.33977)
H (4.88436, 2.53191, 3.28294)
O (0.67465, 2.03201, -2.36216)
C (0.31278, 2.42662, -3.39522)
O (0.41382, 1.81378, -4.54566)
C (-0.19642, 2.50951, -5.61334)
C (-0.63703, 3.79544, -4.94569)
F (-2.00054, 3.88866, -5.25583)
O (-0.36137, 3.57127, -3.57783)
H (0.44717, 2.59739, -6.47471)
H (-1.04712, 1.95804, -5.98553)
H (-0.20602, 4.73495, -5.27181)
O (-2.75987, 0.35433, -0.45079)
C (-3.35443, 0.83304, -1.34894)
O (-4.63367, 0.60019, -1.72599)
C (-4.88696, 1.23533, -2.99251)
C (-3.77518, 2.29868, -3.04721)
F (-4.22237, 3.45781, -2.44963)
O (-2.79394, 1.73890, -2.21934)
H (-4.77663, 0.53516, -3.80018)
H (-5.82395, 1.76799, -2.98615)
H (-3.45520, 2.59345, -4.03152)
O (-2.51199, 0.49950, -4.80005)
C (-2.16651, -0.44084, -4.05642)
O (-3.04030, -0.97577, -3.22449)
C (-2.37044, -2.05908, -2.43822)
C (-1.09958, -2.26784, -3.23987)
F (-1.22758, -3.30816, -4.14537)
O (-0.96717, -1.03111, -3.99042)
H (-2.15594, -1.73779, -1.44827)
H (-2.97663, -2.95929, -2.46059)
H (-0.16177, -2.43292, -2.71580)
C (2.66120, -3.73440, 2.29877)
O (1.27368, -3.37093, 2.35410)
H (3.25493, -2.80242, 2.38226)
H (2.95298, -4.31973, 3.15420)
H (2.83974, -4.20043, 1.34913)
H (1.11452, -2.62823, 1.73873)
C (3.18798, -1.25036, -2.78388)
O (2.95511, -1.30348, -1.38556)
H (3.94039, -0.48492, -3.13416)
H (3.68009, -2.17214, -3.17846)
H (2.23066, -1.02221, -3.35370)
H (3.77719, -1.33793, -0.90273)
C (-0.87199, 1.84888, 3.67454)
O (-0.50909, 3.17495, 3.58925)
H (-0.93422, 1.46228, 2.64040)
H (-0.18717, 1.16782, 4.20144)
H (-1.88456, 1.76066, 4.08707)
H (-0.31460, 3.59461, 4.44806)
C (0.52614, -0.12953, 0.83452)
O (0.83147, -1.44923, 0.29055)
H (1.24696, 0.27432, 1.55251)
H (0.49015, 0.55379, -0.02547)
H (-0.44048, -0.17599, 1.32089)
H (1.63160, -1.45088, -0.23118)
C (0.72114, 3.97785, 0.43742)
O (1.17414, 3.87382, 1.80894)
H (1.57452, 4.31962, -0.19223)
H (0.33242, 3.04477, 0.02508)
H (-0.04096, 4.77218, 0.28468)
H (0.48601, 3.58009, 2.40257)
C (-2.14418, -3.36538, 0.87311)
O (-1.08738, -3.65621, -0.02715)
H (-3.09329, -3.64799, 0.47264)
H (-1.92640, -3.89186, 1.84115)
H (-2.21967, -2.29729, 1.08373)
H (-0.43185, -2.92119, -0.01936)

Results of the Löwdin charge analysis, in e, for atoms 1 through 4: 0.245, -0.598, 0.089, -0.083

Number 1: largest force on an atom 2.47 eV/A. Number 2: largest force on an atom 3.52 eV/A. Number 3: largest force on an atom 5.58 eV/A.